Density functional theory data (wB97M-V/def2-TZVPD) for a 2-piece molecular cluster, C9H24N3O overall.

Each atom is followed by the atoms it is bonded to, with distances in Å.
Atoms and positions in Å:
1 N -0.292 -0.910 0.421  C11 1.349, C12 1.482, C18 1.440
2 N -2.615 -1.188 -0.182  C11 1.348, C16 1.451, C31 1.494
3 H -2.527 -2.818 1.241  C16 1.075
4 C 4.555 1.279 0.649  H10 1.152, N15 1.437, H30 1.088, H33 1.120
5 H -2.843 0.014 -1.935  C31 1.062
6 H -3.505 1.323 0.482  C8 1.076
7 H -2.731 -3.229 -0.411  C16 1.116
8 C -2.525 1.762 0.550  H6 1.076, H24 1.126, O26 1.428, C29 1.539
9 H -0.509 -2.719 -0.289  C18 1.078
10 H 4.188 2.345 0.884  C4 1.152
11 C -1.530 -0.455 0.136  N1 1.349, N2 1.348, O26 1.439
12 C 0.602 0.009 1.163  N1 1.482, H17 1.004, H21 1.199, H23 1.092
13 H -3.545 -1.613 -2.070  C31 1.066
14 H -4.293 -0.297 -1.227  C31 1.104
15 N 4.042 0.920 -0.644  C4 1.437, H19 1.034, C36 1.436
16 C -3.025 -2.473 0.354  N2 1.451, H3 1.075, H7 1.116, H35 1.078
17 H 0.288 -0.122 2.108  C12 1.004
18 C 0.083 -2.298 0.507  N1 1.440, H9 1.078, H20 1.203, H37 1.066
19 H 4.080 1.815 -1.160  N15 1.034
20 H 1.275 -2.316 0.343  C18 1.203
21 H 0.505 1.039 0.558  C12 1.199
22 H 5.043 -0.207 -2.141  C36 1.162
23 H 1.587 -0.290 0.800  C12 1.092
24 H -2.100 1.794 1.592  C8 1.126
25 H 4.756 -0.982 -0.561  C36 1.073
26 O -1.603 0.948 -0.175  C8 1.428, C11 1.439
27 H -2.887 3.291 -1.083  C29 1.107
28 H -2.765 4.080 0.587  C29 1.210
29 C -2.400 3.152 -0.099  C8 1.539, H27 1.107, H28 1.210, H32 1.103
30 H 4.269 0.457 1.302  C4 1.088
31 C -3.326 -0.787 -1.433  N2 1.494, H5 1.062, H13 1.066, H14 1.104
32 H -1.357 3.433 -0.320  C29 1.103
33 H 5.667 1.144 0.652  C4 1.120
34 H 3.378 -0.712 -1.836  C36 1.118
35 H -4.085 -2.598 0.503  C16 1.078
36 C 4.275 -0.346 -1.280  N15 1.436, H22 1.162, H25 1.073, H34 1.118
37 H -0.106 -2.701 1.476  C18 1.066

Results
HOMO, eV: -10.5
Total charge: +1
Molecular weight, g/mol: 190.311
Energy relative to the best compared isomer or geometry (same formula, charge and spin), kcal/mol: 69.80
E, eV: -16230.4110

Atomic charges from the Löwdin analysis, expressed in e, are listed below: number 1, N, carries -0.110; number 2, N, carries -0.088; number 3, H, carries 0.088; number 4, C, carries -0.169; number 5, H, carries 0.087; number 6, H, carries 0.108; number 7, H, carries 0.110; number 8, C, carries -0.214; number 9, H, carries 0.088; number 10, H, carries 0.112; number 11, C, carries -0.218; number 12, C, carries 0.034; number 13, H, carries 0.094; number 14, H, carries 0.107; number 15, N, carries -0.252; number 16, C, carries -0.030; number 17, H, carries 0.065; number 18, C, carries -0.012; number 19, H, carries 0.110; number 20, H, carries 0.159; number 21, H, carries 0.163; number 22, H, carries 0.101; number 23, H, carries 0.082; number 24, H, carries 0.140; number 25, H, carries 0.065; number 26, O, carries -0.094; number 27, H, carries 0.077; number 28, H, carries 0.137; number 29, C, carries -0.069; number 30, H, carries 0.054; number 31, C, carries 0.013; number 32, H, carries 0.074; number 33, H, carries 0.080; number 34, H, carries 0.069; number 35, H, carries 0.101; number 36, C, carries -0.153; number 37, H, carries 0.091